# 1
{"formula": "C2H5O3S3", "method": "ωB97M-V with the def2-TZVPD basis set", "de_lowest_kj_mol": 88.3, "e_tot_ev": -40803.6670, "total_charge": -1, "lumo_energy_ev": 3.2, "species": ["S", "S", "S", "O", "O", "O", "C", "C", "H", "H", "H", "H", "H"], "xyz": [[-1.69276, 1.59856, 0.19544], [1.70200, -1.38315, 0.45105], [-1.76363, -1.15533, -0.50890], [-0.88468, -2.33424, -0.53141], [-1.87302, -0.50068, -1.81040], [-3.03027, -1.39284, 0.14876], [-0.95171, 0.05709, 0.54459], [1.06318, 0.20987, 0.02766], [0.61910, -2.04323, -0.05379], [-0.92723, -0.19714, 1.59242], [1.47238, 1.02040, 0.60652], [-1.98415, 1.19278, -1.04864], [0.97801, 0.37172, -1.03796]], "forces_ev_per_angstrom": [[-0.25, 1.20, 0.53], [1.13, -0.01, 0.37], [0.10, -0.58, 0.16], [-0.46, 0.03, -0.14], [0.13, -0.25, -0.09], [-0.11, -0.10, 0.01], [3.46, 0.54, -1.39], [-3.85, -1.26, 0.70], [0.08, -0.12, -0.04], [-0.03, -0.23, 0.12], [-0.07, 0.23, 0.11], [-0.14, 0.27, -0.26], [0.00, 0.28, -0.07]]}

# 2
{"formula": "C2H5OPS2", "method": "ωB97M-V with the def2-TZVPD basis set", "de_lowest_kj_mol": 101.3, "e_tot_ev": -35161.1868, "lumo_energy_ev": -1.3, "species": ["S", "S", "P", "O", "C", "C", "H", "H", "H", "H", "H"], "xyz": [[1.90673, -2.03073, 0.36722], [2.50250, 1.33035, 0.23987], [1.36283, -0.27720, -0.15258], [-0.67224, 1.69951, 1.98384], [-0.77381, -1.43916, -1.32711], [-0.14129, -0.27731, -1.14382], [-0.53240, 0.61706, -1.72097], [-1.50058, -1.44256, -2.09244], [-1.09789, 1.63332, 2.82608], [-0.69818, -2.42348, -0.95639], [-0.35566, 2.61020, 1.97631]], "forces_ev_per_angstrom": [[-0.22, 0.08, -0.01], [-1.96, -1.75, -0.87], [1.79, 1.51, 0.86], [0.32, 0.29, -0.63], [-0.14, 1.04, -0.83], [-0.30, 0.48, -0.45], [0.94, -1.02, 0.99], [-1.16, 0.35, -0.69], [-0.47, -0.27, 0.79], [1.04, -0.59, 1.06], [0.15, -0.11, -0.22]]}

# 3
{"formula": "C2H5OPS3", "method": "ωB97M-V with the def2-TZVPD basis set", "de_lowest_kj_mol": 174.0, "e_tot_ev": -45996.0877, "lumo_energy_ev": 0.0, "species": ["S", "S", "S", "P", "O", "C", "C", "H", "H", "H", "H", "H"], "xyz": [[2.04913, -1.18062, 0.20227], [0.31452, 1.95688, 0.03428], [-0.65556, -0.45357, 1.79070], [-2.24554, -0.04542, -0.14567], [-2.27845, -1.33593, -0.84107], [-0.39931, 0.34168, -0.08779], [0.62235, -0.64457, -0.67562], [-0.70442, 2.83602, 0.09562], [-0.58705, 0.74903, 2.36823], [0.93518, -0.39924, -1.72501], [0.04502, -1.58183, -0.77962], [2.90413, -0.24242, -0.23632]], "forces_ev_per_angstrom": [[1.12, 0.20, 0.53], [0.53, 0.38, -0.17], [-0.30, 0.49, -0.97], [0.64, 0.83, 0.02], [-0.40, -0.88, -0.28], [0.79, -0.33, 1.86], [-1.43, -0.67, -1.97], [-0.36, -0.55, -0.03], [-0.12, 0.05, 0.10], [-0.54, 0.15, 0.94], [0.10, 0.34, -0.13], [-0.02, -0.02, 0.09]]}

Which formula does entry 2 have? C2H5OPS2

What did the third record say?
{"formula": "C2H5OPS3", "method": "ωB97M-V with the def2-TZVPD basis set", "de_lowest_kj_mol": 174.0, "e_tot_ev": -45996.0877, "lumo_energy_ev": 0.0, "species": ["S", "S", "S", "P", "O", "C", "C", "H", "H", "H", "H", "H"], "xyz": [[2.04913, -1.18062, 0.20227], [0.31452, 1.95688, 0.03428], [-0.65556, -0.45357, 1.79070], [-2.24554, -0.04542, -0.14567], [-2.27845, -1.33593, -0.84107], [-0.39931, 0.34168, -0.08779], [0.62235, -0.64457, -0.67562], [-0.70442, 2.83602, 0.09562], [-0.58705, 0.74903, 2.36823], [0.93518, -0.39924, -1.72501], [0.04502, -1.58183, -0.77962], [2.90413, -0.24242, -0.23632]], "forces_ev_per_angstrom": [[1.12, 0.20, 0.53], [0.53, 0.38, -0.17], [-0.30, 0.49, -0.97], [0.64, 0.83, 0.02], [-0.40, -0.88, -0.28], [0.79, -0.33, 1.86], [-1.43, -0.67, -1.97], [-0.36, -0.55, -0.03], [-0.12, 0.05, 0.10], [-0.54, 0.15, 0.94], [0.10, 0.34, -0.13], [-0.02, -0.02, 0.09]]}